(1)
DFT (ωB97M-V/def2-TZVPD) results for a cluster of 13 separate species, C70H179N13O22 in total at a distorted geometry.

Results
HOMO-LUMO gap	8.935	eV
lowest unoccupied orbital energy	0.5	eV
F_max	0.067	hartree/bohr

Geometry as ORCA input:
```
! wB97M-V def2-TZVPD RIJCOSX def2/J DEFGRID3
* xyz 0 1
C -0.924 -6.253 2.375
O -1.586 -5.233 3.178
C -2.420 -4.394 2.337
C -3.385 -3.525 3.217
N -4.050 -4.360 4.252
C -5.131 -5.202 3.677
C -5.917 -6.068 4.676
O -4.973 -6.995 5.179
C -5.470 -7.646 6.334
H -0.229 -6.773 3.035
H -0.463 -5.922 1.445
H -1.712 -6.981 2.177
H -3.094 -4.966 1.700
H -1.792 -3.737 1.735
H -3.972 -2.843 2.601
H -2.796 -2.778 3.748
H -3.365 -5.099 4.310
H -4.757 -5.916 2.943
H -5.766 -4.554 3.073
H -6.765 -6.538 4.179
H -6.280 -5.427 5.479
H -5.832 -6.982 7.119
H -4.687 -8.202 6.849
H -6.253 -8.373 6.118
C -1.211 -1.082 -4.750
O -2.372 -1.281 -5.618
C -3.387 -2.235 -5.290
C -3.896 -2.142 -3.861
N -4.799 -1.023 -3.680
C -4.717 -0.555 -2.292
C -5.366 -1.624 -1.411
O -5.524 -0.964 -0.112
C -6.037 -1.752 0.910
H -0.847 -1.988 -4.266
H -1.483 -0.374 -3.967
H -0.400 -0.693 -5.367
H -2.939 -3.221 -5.417
H -4.180 -2.105 -6.026
H -3.033 -2.170 -3.196
H -4.394 -3.062 -3.554
H -4.336 -0.296 -4.206
H -5.327 0.341 -2.174
H -3.765 -0.265 -1.847
H -4.807 -2.559 -1.380
H -6.369 -1.832 -1.784
H -7.034 -2.084 0.620
H -6.161 -1.108 1.781
H -5.374 -2.592 1.119
C -4.281 2.089 -8.551
O -4.225 0.972 -7.727
C -5.136 0.921 -6.600
C -4.784 1.837 -5.454
N -3.490 1.578 -4.798
C -3.274 2.546 -3.761
C -1.913 2.379 -3.110
O -0.831 2.478 -4.013
C 0.524 2.233 -3.611
H -5.301 2.165 -8.929
H -3.512 2.101 -9.323
H -4.149 2.965 -7.916
H -5.047 -0.129 -6.321
H -6.163 1.031 -6.947
H -5.573 1.790 -4.704
H -4.795 2.837 -5.888
H -2.747 1.427 -5.467
H -4.106 2.445 -3.064
H -3.293 3.575 -4.121
H -1.802 1.417 -2.611
H -1.778 3.159 -2.361
H 1.176 2.367 -4.474
H 0.694 1.208 -3.282
H 0.915 2.797 -2.765
C 9.322 1.178 -10.338
O 9.042 0.262 -9.321
C 7.681 0.104 -8.906
C 7.588 -0.891 -7.782
N 6.179 -1.061 -7.308
C 6.156 -1.929 -6.113
C 4.705 -2.293 -5.801
O 3.915 -1.228 -5.256
C 2.529 -1.503 -5.021
H 8.654 0.995 -11.179
H 10.395 1.136 -10.527
H 9.122 2.168 -9.928
H 6.995 -0.232 -9.684
H 7.194 1.047 -8.656
H 8.079 -0.460 -6.910
H 8.108 -1.837 -7.937
H 5.832 -0.161 -7.008
H 6.635 -1.436 -5.266
H 6.642 -2.879 -6.332
H 4.779 -3.109 -5.083
H 4.125 -2.831 -6.551
H 2.004 -0.586 -4.754
H 2.350 -2.123 -4.143
H 2.011 -2.006 -5.838
C 7.819 0.125 -0.080
O 7.676 -1.229 -0.576
C 8.337 -2.168 0.253
C 7.547 -2.460 1.539
N 6.275 -3.090 1.324
C 6.404 -4.520 0.927
C 5.020 -5.142 0.539
O 4.326 -4.251 -0.356
C 2.990 -4.536 -0.629
H 8.849 0.437 0.092
H 7.269 0.333 0.838
H 7.501 0.826 -0.852
H 9.329 -1.763 0.450
H 8.458 -3.032 -0.401
H 7.541 -1.513 2.078
H 8.230 -3.047 2.153
H 5.794 -2.580 0.596
H 6.715 -5.146 1.763
H 7.129 -4.637 0.122
H 4.404 -5.359 1.412
H 5.127 -6.127 0.084
H 2.739 -3.784 -1.376
H 2.444 -4.503 0.314
H 3.050 -5.502 -1.131
C 0.456 11.848 -0.984
O -0.497 11.104 -0.212
C -0.265 9.736 -0.426
C -1.241 8.871 0.487
N -0.672 7.581 0.818
C -1.693 6.795 1.438
C -1.112 5.379 1.478
O -1.084 4.787 0.183
C -0.191 3.716 0.194
H 1.450 11.546 -0.656
H 0.240 12.890 -0.746
H 0.407 11.647 -2.054
H 0.756 9.468 -0.154
H -0.369 9.497 -1.484
H -2.226 8.814 0.023
H -1.405 9.406 1.423
H -0.224 7.052 0.083
H -2.707 6.747 1.041
H -1.846 7.192 2.441
H -1.772 4.759 2.085
H -0.160 5.492 1.996
H -0.333 3.193 -0.752
H -0.664 2.924 0.775
H 0.852 4.024 0.274
C -1.741 2.605 4.213
O -1.128 1.463 3.671
C -0.026 0.933 4.512
C 0.313 -0.506 4.202
N -0.567 -1.467 4.840
C 0.137 -2.717 5.209
C 0.976 -3.351 4.140
O 2.295 -2.740 4.248
C 3.149 -3.217 3.151
H -0.928 3.316 4.358
H -2.202 2.280 5.146
H -2.498 3.086 3.593
H -0.306 0.995 5.564
H 0.836 1.599 4.478
H 1.342 -0.589 4.553
H 0.409 -0.612 3.121
H -1.219 -1.692 4.103
H -0.607 -3.458 5.500
H 0.735 -2.357 6.047
H 0.543 -3.243 3.145
H 1.049 -4.421 4.331
H 4.199 -2.982 3.325
H 2.869 -2.834 2.170
H 3.229 -4.304 3.161
C -4.535 4.241 -0.357
O -5.896 4.311 -0.914
C -6.881 4.564 0.084
C -6.957 6.090 0.305
N -5.937 6.666 1.134
C -6.232 6.577 2.584
C -5.038 7.122 3.389
O -3.902 6.228 3.486
C -3.105 6.381 4.631
H -4.081 5.181 -0.044
H -3.930 3.967 -1.221
H -4.414 3.499 0.432
H -6.653 4.066 1.026
H -7.842 4.178 -0.255
H -7.948 6.459 0.569
H -6.778 6.519 -0.681
H -5.800 7.652 0.965
H -6.262 5.522 2.855
H -7.214 6.980 2.829
H -5.331 7.381 4.407
H -4.582 7.924 2.808
H -2.669 7.373 4.512
H -2.293 5.654 4.628
H -3.635 6.364 5.583
C 2.285 1.317 1.661
O 2.733 1.216 3.030
C 3.850 0.409 3.140
C 4.272 0.636 4.639
N 5.660 0.265 4.967
C 5.912 -1.126 4.624
C 7.380 -1.542 4.789
O 7.769 -1.550 6.125
C 9.207 -1.803 6.280
H 3.066 1.619 0.963
H 1.429 1.992 1.681
H 1.967 0.312 1.383
H 4.651 0.756 2.488
H 3.588 -0.637 2.984
H 3.521 0.158 5.268
H 4.172 1.690 4.900
H 6.008 0.435 5.900
H 5.640 -1.293 3.582
H 5.235 -1.756 5.202
H 8.054 -0.823 4.323
H 7.504 -2.533 4.351
H 9.435 -2.731 5.757
H 9.276 -1.930 7.361
H 9.913 -1.033 5.970
C 4.358 3.945 -1.751
C 5.467 2.952 -2.189
C 5.098 1.476 -2.375
O 4.496 0.944 -1.185
C 4.410 -0.476 -1.183
N 6.059 3.462 -3.423
H 4.531 4.991 -2.007
H 4.337 3.835 -0.667
H 3.433 3.527 -2.147
H 6.434 3.017 -1.689
H 5.982 0.878 -2.600
H 4.363 1.401 -3.176
H 3.798 -0.799 -0.341
H 5.317 -1.068 -1.066
H 4.136 -0.836 -2.175
H 6.548 4.326 -3.241
H 5.322 3.831 -4.007
C -2.933 0.920 0.468
C -2.403 -0.437 0.808
C -0.871 -0.556 0.414
O -0.790 -1.032 -0.926
C 0.586 -1.108 -1.419
N -2.502 -0.491 2.283
H -4.020 0.913 0.547
H -2.624 1.199 -0.540
H -2.610 1.688 1.170
H -2.941 -1.285 0.384
H -0.268 -1.185 1.070
H -0.291 0.364 0.495
H 0.907 -0.078 -1.578
H 0.488 -1.728 -2.310
H 1.238 -1.623 -0.714
H -3.481 -0.392 2.511
H -2.143 0.314 2.777
C -0.097 -5.486 -4.324
C 0.379 -5.810 -2.851
C -0.775 -6.279 -1.972
O -1.862 -5.372 -1.798
C -1.546 -4.105 -1.284
N 1.344 -6.859 -2.847
H -1.160 -5.250 -4.374
H -0.039 -6.365 -4.967
H 0.452 -4.719 -4.870
H 0.918 -4.993 -2.371
H -0.447 -6.652 -1.002
H -1.270 -7.138 -2.427
H -1.087 -3.565 -2.112
H -0.787 -3.975 -0.512
H -2.456 -3.561 -1.034
H 2.071 -6.664 -3.521
H 0.960 -7.703 -3.247
C -5.998 -1.843 7.097
C -5.980 -1.376 5.614
C -4.691 -0.702 5.181
O -4.799 -0.087 3.942
C -5.351 1.211 3.866
N -6.253 -2.457 4.721
H -5.299 -2.671 7.217
H -6.971 -2.298 7.281
H -5.786 -1.048 7.812
H -6.847 -0.716 5.592
H -3.927 -1.469 5.056
H -4.279 0.009 5.897
H -5.635 1.336 2.821
H -4.585 1.963 4.058
H -6.191 1.375 4.541
H -5.532 -3.132 4.929
H -5.825 -2.097 3.880
*
```

Atomic partial charges in e from the Mulliken method, atoms 1 to 5:
1 C -0.8160
2 O -0.4100
3 C -0.4924
4 C 2.4288
5 N -0.4864

---

(2)
DFT (ωB97M-V/def2-TZVPD) results for a structure of composition C24H32AgCl5N4Se at a distorted geometry.

Results
HOMO-LUMO gap	7.603	eV
lowest unoccupied orbital energy	0.3	eV
F_max	0.037	hartree/bohr

Geometry as ORCA input:
```
! wB97M-V def2-TZVPD RIJCOSX def2/J DEFGRID3
* xyz 0 1
Ag 0.182 0.129 -3.320
Cl 3.061 -1.444 -3.457
C 3.179 0.271 -3.329
C 2.037 1.065 -3.371
C 2.128 2.451 -3.250
Cl 0.717 3.405 -3.220
C 3.365 3.088 -3.184
Cl 3.493 4.790 -3.224
C 4.512 2.279 -3.154
Cl 6.024 3.021 -3.082
C 4.443 0.871 -3.225
Cl 5.871 -0.063 -3.339
N -2.175 0.207 -3.607
C -2.945 -0.894 -4.239
C -2.633 -2.235 -3.563
C -1.262 -2.838 -3.913
N -0.153 -2.193 -3.219
H -2.442 0.271 -2.617
H -2.490 1.109 -4.038
H -2.630 -0.948 -5.290
H -4.019 -0.693 -4.210
H -3.363 -2.990 -3.907
H -2.732 -2.150 -2.452
H -1.106 -2.716 -4.986
H -1.280 -3.898 -3.663
H 0.718 -2.691 -3.447
H -0.257 -2.331 -2.201
C -2.623 3.290 0.705
C -1.876 2.850 1.985
C -0.405 3.325 2.101
C 0.625 2.556 1.244
N 0.877 1.187 1.669
C 0.302 0.065 1.106
Se -0.780 0.135 -0.313
N 0.797 -1.032 1.752
C 0.437 -2.420 1.446
C -0.624 -2.972 2.425
C -2.042 -2.463 2.059
C -3.085 -3.078 2.984
C 1.628 -0.602 2.813
C 2.179 -1.303 3.869
C 2.637 -0.542 4.946
C 2.703 0.843 4.885
C 2.195 1.541 3.789
C 1.628 0.781 2.768
H -3.668 2.976 0.787
H -2.150 2.872 -0.171
H -2.585 4.372 0.575
H -1.958 1.769 2.133
H -2.368 3.303 2.853
H -0.144 3.331 3.171
H -0.397 4.334 1.709
H 1.574 3.104 1.273
H 0.262 2.508 0.209
H 1.321 -3.039 1.422
H -0.018 -2.450 0.440
H -0.364 -2.785 3.461
H -0.581 -4.063 2.286
H -2.252 -2.728 0.996
H -2.087 -1.353 2.106
H -3.111 -4.163 2.897
H -4.072 -2.691 2.829
H -2.805 -2.857 4.023
H 2.277 -2.394 3.880
H 2.973 -1.040 5.861
H 3.151 1.313 5.752
H 2.187 2.643 3.783
*
```

Atomic partial charges in e from the natural (NBO) method, atoms 1 to 5:
1 Ag 0.6819
2 Cl -0.0085
3 C -0.0889
4 C -0.4272
5 C -0.0997

---

(3)
DFT (ωB97M-V/def2-TZVPD) results for a structure of composition C3H10N2S at a distorted geometry.

Results
HOMO-LUMO gap	8.775	eV
lowest unoccupied orbital energy	0.6	eV
F_max	0.113	hartree/bohr

Geometry as ORCA input:
```
! wB97M-V def2-TZVPD RIJCOSX def2/J DEFGRID3
* xyz 0 1
C 2.401 -0.437 -0.281
C -1.132 0.969 1.369
C -1.433 -1.170 -0.831
N -0.352 1.870 -0.870
N 1.213 0.031 0.367
S -0.069 0.591 -0.107
H 2.087 -1.405 -0.535
H 3.176 -0.423 0.443
H 2.756 0.128 -1.218
H -2.073 1.096 0.951
H -1.302 0.221 2.095
H -1.049 1.866 1.999
H -1.297 -1.569 0.156
H -2.237 -0.731 -1.230
H -0.859 -1.665 -1.635
H -0.353 1.921 -1.851
*
```

Atomic partial charges in e from the natural (NBO) method, atoms 1 to 5:
1 C -0.4091
2 C -0.7832
3 C -0.7303
4 N -1.1761
5 N -0.9266

---

(4)
DFT (ωB97M-V/def2-TZVPD) results for a cluster of 3 separate species, C29H41BrN3O7PS3 in total at a distorted geometry.

Results
HOMO-LUMO gap	6.845	eV
lowest unoccupied orbital energy	-0.8	eV
F_max	0.231	hartree/bohr

Geometry as ORCA input:
```
! wB97M-V def2-TZVPD RIJCOSX def2/J DEFGRID3
* xyz 0 1
C 1.719 -2.660 2.461
C 1.768 -1.869 3.901
N 1.152 -0.472 3.857
C 1.192 0.103 2.451
C 2.698 0.577 1.900
C 4.073 0.455 2.823
Br 3.905 1.401 4.598
C 5.421 1.035 2.092
C 5.623 2.670 2.234
C 2.781 1.237 0.366
C 1.443 1.414 -0.596
C 1.638 2.103 -2.094
C 2.838 1.291 -2.890
O 2.493 1.210 -4.345
C 3.725 0.730 -5.040
O 4.720 1.597 -5.318
C 0.014 0.923 0.042
C -0.194 0.270 1.528
N -1.490 -0.156 2.170
P -2.165 1.138 3.214
C -2.522 0.441 4.969
C -0.965 2.647 3.284
C -2.530 -0.625 1.184
C -3.641 -1.737 1.750
C -4.887 -2.321 0.803
C -5.911 -3.370 1.545
C -6.515 -4.548 0.577
O -5.924 -5.730 0.311
O -7.816 -4.268 -0.114
C -5.001 -1.774 -0.739
O -6.070 -2.247 -1.634
C -6.993 -1.093 -1.894
N -8.146 -0.464 -1.997
C -3.913 -0.698 -1.348
C -2.725 -0.137 -0.366
S -1.518 1.148 -1.075
H 2.080 -3.777 2.679
H 2.468 -2.246 1.651
H 0.613 -2.762 2.025
H 2.836 -1.748 4.363
H 1.134 -2.536 4.660
H 0.179 -0.484 4.247
H 4.227 -0.718 2.984
H 6.372 0.536 2.613
H 5.472 0.702 0.961
H 6.163 3.162 1.303
H 4.621 3.262 2.401
H 6.324 2.925 3.166
H 3.798 1.634 -0.100
H 0.638 2.167 -2.712
H 2.048 3.202 -1.876
H 3.813 1.963 -2.774
H 2.964 0.220 -2.411
H 3.878 -0.406 -5.319
H -3.679 0.526 5.228
H -2.180 -0.681 4.974
H -1.909 1.019 5.812
H -1.382 3.529 3.957
H 0.114 2.379 3.652
H -0.886 3.036 2.161
H -3.552 -2.110 2.861
H -6.747 -2.783 2.162
H -5.262 -3.924 2.380
H -8.309 -3.527 0.382
H -3.922 -0.289 -2.461
C 6.876 -2.223 -6.298
S 5.433 -2.437 -5.227
O 5.774 -1.850 -3.889
C 5.570 -4.235 -5.083
H 7.009 -1.157 -6.491
H 7.768 -2.616 -5.805
H 6.708 -2.744 -7.244
H 6.543 -4.504 -4.665
H 5.445 -4.690 -6.068
H 4.779 -4.591 -4.418
C -5.237 4.303 -2.577
S -4.589 4.865 -0.984
O -3.169 4.391 -0.883
C -5.602 3.763 0.031
H -4.713 4.837 -3.372
H -5.071 3.229 -2.691
H -6.305 4.526 -2.636
H -5.413 2.722 -0.243
H -6.659 4.003 -0.112
H -5.337 3.915 1.080
*
```

Atomic partial charges in e from the Mulliken method, atoms 1 to 5:
1 C -0.6524
2 C -0.5578
3 N -0.1594
4 C -0.3074
5 C 0.6658